Molecular formula: C5H11NO
Method: DFT, ωB97M-V/def2-TZVPD

Summary:
E: -8891.987 eV
HOMO (alpha / beta): -12.95 / -15.01 eV
net charge: +1
molecular weight: 101.149 g mol⁻¹
2S+1: 2
ΔE to the lowest compared entry with this formula, charge and spin: 31.1 kcal per mole
Kohn-Sham gap (alpha / beta): 8.460 / 8.764 eV
F_max: 2.272 eV/A

Bonds (Å) are listed after each position.
Element x y z (Å)
1 N 0.57826 1.72023 2.91082  C2 1.304, H7 1.009, H8 1.012
2 C 0.06617 1.04198 1.92176  N1 1.304, C3 1.421, H9 1.088
3 C 0.84273 0.50840 0.85773  C2 1.421, C4 1.402, H10 1.097
4 C 0.47210 -0.52124 -0.01927  C3 1.402, C5 1.370, H11 1.090
5 C 0.84553 -0.51606 -1.33768  C4 1.370, C6 1.489, H12 1.083
6 C 0.38047 -1.53508 -2.31854  C5 1.489, H13 1.093, H14 1.092, H15 1.094
7 H 0.11231 1.94056 3.77835  N1 1.009
8 H 1.58935 1.76238 2.91194  N1 1.012
9 H -0.99638 0.80905 1.91190  C2 1.088
10 H 1.37912 1.30406 0.32555  C3 1.097
11 H -0.07395 -1.42867 0.24035  C4 1.090
12 H 1.04349 0.43927 -1.80850  C5 1.083
13 H 1.22296 -1.75457 -2.97880  C6 1.093
14 H 0.13087 -2.49583 -1.86328  C6 1.092
15 H -0.51915 -1.18174 -2.83015  C6 1.094
16 H -2.93268 0.08403 -0.99116  O18 0.966
17 H -1.68337 -0.29756 -0.55985  O18 0.970
18 O -2.45783 0.12081 -0.15117  H16 0.966, H17 0.970

These are the Löwdin partial charges, in e, on atoms 1 to 8: number 1, N, carries 0.210; number 2, C, carries -0.054; number 3, C, carries -0.021; number 4, C, carries -0.130; number 5, C, carries -0.080; number 6, C, carries -0.067; number 7, H, carries 0.152; number 8, H, carries 0.147